81
Properties=species:S:1:pos:R:3 method="wB97M-V/def2-TZVPD" e_lumo_ev="0.19 / -0.47" total_charge=0 orbital_gap_ev="6.298 / 6.996" multiplicity=4
Co 0.106 0.317 -0.262
C -4.893 4.272 -0.365
C -3.514 4.423 -0.335
C -2.695 3.304 -0.400
C -3.235 2.020 -0.468
C -4.624 1.880 -0.492
C -5.444 2.999 -0.453
P -2.088 0.615 -0.714
C -2.994 -0.850 -0.083
C -3.764 -0.805 1.082
C -4.310 -1.971 1.614
C -4.079 -3.191 0.992
C -3.291 -3.246 -0.153
C -2.745 -2.085 -0.684
C -2.102 0.469 -2.529
C -3.216 0.512 -3.323
C -3.093 0.392 -4.724
C -1.860 0.207 -5.285
C -0.690 0.152 -4.488
C 0.587 -0.071 -5.061
C 1.681 -0.092 -4.250
C 1.566 0.123 -2.850
C 0.362 0.335 -2.214
C -0.797 0.323 -3.078
H -5.537 5.142 -0.332
H -3.074 5.410 -0.265
H -1.617 3.433 -0.438
H -5.073 0.896 -0.541
H -6.519 2.876 -0.497
H -3.941 0.142 1.581
H -4.918 -1.924 2.512
H -4.497 -4.099 1.412
H -3.095 -4.199 -0.631
H -2.096 -2.136 -1.552
H -4.201 0.637 -2.889
H -3.978 0.443 -5.347
H -1.758 0.110 -6.363
H 0.672 -0.227 -6.132
H 2.666 -0.274 -4.672
H 2.497 0.107 -2.297
N -0.224 -0.315 1.769
C -0.188 0.651 2.889
C -0.776 1.997 2.495
N -0.016 2.564 1.367
H -1.143 -0.740 1.697
H 0.423 -1.075 1.932
H 0.859 0.810 3.164
H -0.714 0.264 3.762
H -0.777 2.651 3.369
H -1.813 1.861 2.178
H 0.923 2.794 1.671
H -0.443 3.424 1.050
Br 5.826 -0.265 7.121
C 6.052 -0.915 5.357
C 5.101 -1.769 4.818
C 5.255 -2.231 3.520
C 6.362 -1.836 2.749
C 7.321 -0.991 3.328
C 7.165 -0.526 4.621
N 6.552 -2.204 1.428
N 5.630 -2.956 0.898
C 4.425 -2.606 0.463
C 3.519 -3.638 0.084
C 2.202 -3.390 -0.201
C 1.646 -2.086 -0.149
O 0.413 -1.837 -0.344
C 2.578 -1.005 0.126
N 2.060 0.254 0.060
C 2.867 1.287 0.169
C 4.241 1.154 0.373
C 4.782 -0.107 0.470
C 3.951 -1.233 0.362
H 4.247 -2.068 5.413
H 4.523 -2.903 3.087
H 8.175 -0.694 2.727
H 7.898 0.140 5.060
H 3.908 -4.650 0.069
H 1.532 -4.203 -0.462
H 2.419 2.268 0.043
H 4.863 2.035 0.446
H 5.850 -0.233 0.593